A cluster of 2 separate species, C5H16N3 in total. Source: the OMol25 dataset; level of theory: the ωB97M-V functional and the def2-TZVPD basis.

Structure (XYZ):
```
24
Properties=species:S:1:pos:R:3:forces:R:3
H -0.602844 1.381107 -0.639015 0.0965 -0.0065 -0.1779
H 0.572780 0.639542 0.543948 -0.1583 0.0450 0.1468
H 1.563140 1.135440 -1.495320 -0.0418 -0.0297 0.0824
H -2.813333 -1.750086 -0.751374 -0.0209 0.0570 0.0685
N 3.582059 1.488741 -1.753076 -0.1575 0.3933 0.2818
C -1.373267 -0.504418 0.239209 -0.1021 -0.1270 -0.0585
H -1.189569 -0.161856 1.271238 -0.0762 -0.0767 -0.1046
H 1.276741 -0.761836 1.015682 -0.0341 -0.0166 0.0154
H -1.555413 0.355642 -1.750626 0.1379 0.1214 0.1011
H 3.537492 0.594229 0.837440 -0.0627 -0.0567 0.0591
H 4.417007 1.755639 -1.248160 0.0441 -0.2245 -0.0757
H -2.518908 -2.117178 2.121035 0.1193 -0.1167 0.0484
N 1.399139 0.254247 1.001931 0.7143 -0.2717 -0.1375
H 1.433555 0.558122 1.975359 -0.1484 0.1688 -0.0394
H -3.296888 -3.068381 1.098561 0.1406 -0.2151 -0.0352
H -2.322088 1.302238 -0.468444 0.0522 -0.0725 -0.0864
H -3.486238 -0.702065 0.506211 -0.0870 -0.0405 -0.0496
C 2.618473 0.664927 0.277598 -0.0780 0.1527 -0.1367
C 2.519956 1.100638 -0.983776 0.3158 0.0839 0.0323
H -0.567219 -1.189791 -0.043850 0.0633 0.0237 0.0110
C -1.448842 0.691050 -0.715637 -0.5038 -0.1193 0.2405
N -2.471044 -2.483412 1.173809 -0.3517 0.4320 0.0107
H 3.367264 2.170660 -2.465982 -0.0329 -0.2157 -0.1433
C -2.641952 -1.353201 0.253238 0.1713 0.1112 -0.0533
```
Forces are in eV/Å.

Values from the calculation:
* calculated total energy: -364.1027 a.u.
* energy relative to the best compared isomer or geometry (same formula, charge and spin): 190.8 kJ/mol
* total charge: +1
* HOMO: -0.4624 hartree